No. 1
This record from the OMol25 dataset describes 2 unconnected molecules or ions with the total composition C4H10O2. The level of theory is the ωB97M-V functional and the def2-TZVPD basis.

```
! wB97M-V def2-TZVPD RIJCOSX def2/J DEFGRID3
* xyz 0 1
C -1.34431 -1.52110 -0.23291
C -0.40781 -0.66596 -1.06251
C -0.28935 0.94859 -0.54829
O 0.41370 1.72622 -1.20231
H -1.47337 -2.50681 -0.68814
H -2.32833 -1.05372 -0.13632
H -0.95369 -1.67008 0.77822
H 0.57973 -1.10993 -1.21557
H -0.81333 -0.50067 -2.06134
H -1.25964 1.22409 -0.11620
C 1.11360 0.74396 1.33306
O 2.33491 1.22190 0.87797
H 1.24925 -0.08734 2.03049
H 0.51852 1.52362 1.81781
H 0.53741 0.02267 0.38186
H 2.12272 1.70456 0.04416
*
```

Output
SMILES = CCC=O.CO
energy relative to the best compared isomer or geometry (same formula, charge and spin) = 77.4 kcal/mol
LUMO = 0.92 eV
max |F| = 4.53 eV/A
DFT total energy = -308.77477 Ha
HOMO = -9.3 eV


No. 2
This record from the OMol25 dataset describes a molecular structure, C5H10N2Si. The level of theory is the ωB97M-V functional and the def2-TZVPD basis.

```
! wB97M-V def2-TZVPD RIJCOSX def2/J DEFGRID3
* xyz 0 1
C -3.16758 -0.74480 -0.14046
C -3.17886 0.62367 -0.26278
C -1.24220 -0.18491 0.15108
C 3.16114 -0.16996 -0.03450
C 1.82904 -0.83213 -0.29402
N -2.00685 -1.23078 0.26065
N -1.96118 0.97800 0.00121
Si 0.55073 0.10429 0.58953
H -4.16241 -1.37280 -0.06177
H -3.96829 1.19065 -0.59322
H 3.51571 0.79144 -0.47857
H 3.13571 -0.04261 1.08787
H 3.91295 -0.98150 -0.24231
H 1.82353 -1.89972 -0.00374
H 1.70860 -0.94918 -1.48714
H -1.46315 1.81590 -0.16431
H 1.11568 0.59997 1.79829
H 0.39742 2.30449 -0.12582
*
```

Output
energy relative to the best compared isomer or geometry (same formula, charge and spin) = 104.1 kcal/mol
LUMO = 0.18 eV
max |F| = 6.06 eV/A
DFT total energy = -595.38392 Ha
HOMO = -8.7 eV


No. 3
This record from the OMol25 dataset describes a molecular structure, C37H40CuINOP2STe. The level of theory is the ωB97M-V functional and the def2-TZVPD basis.

```
! wB97M-V def2-TZVPD RIJCOSX def2/J DEFGRID3
* xyz 0 2
Cu -0.05366 1.09038 1.25575
Te 0.18032 -3.42789 1.67825
C 0.19281 -4.62818 -0.07303
C -1.00200 -4.99581 -0.68051
C -0.94608 -5.63808 -1.91235
N 0.19581 -5.92264 -2.54753
C 1.33624 -5.57569 -1.94055
C 1.38944 -4.93184 -0.70927
C 0.22381 -1.73028 0.40272
P 1.67507 -0.63425 0.44828
C 3.17490 -1.64067 0.77424
C 3.46251 -1.91556 2.11443
C 4.56456 -2.68079 2.46536
C 5.41380 -3.16363 1.47801
C 5.16790 -2.85379 0.14728
C 4.06012 -2.08962 -0.20365
C 1.93748 -0.09265 -1.28635
C 2.29598 1.23664 -1.50191
C 2.52930 1.70453 -2.79024
C 2.40042 0.84543 -3.87213
C 2.04160 -0.48332 -3.66730
C 1.80860 -0.95015 -2.38122
P -1.22559 -0.62955 0.24088
C -2.76282 -1.51687 0.70226
C -3.72808 -1.99054 -0.18475
C -4.85034 -2.66309 0.28894
C -5.03118 -2.85813 1.65097
C -4.10257 -2.34606 2.54678
C -2.98776 -1.67246 2.07393
C -1.40479 -0.42144 -1.57668
C -1.54011 0.85974 -2.10343
C -1.71049 1.04199 -3.47418
C -1.74281 -0.05447 -4.32332
C -1.58617 -1.33734 -3.80767
C -1.40940 -1.51768 -2.44481
H -1.95843 -4.77822 -0.21498
H -1.86210 -5.93256 -2.41858
H 2.25358 -5.82021 -2.46987
H 2.34467 -4.66116 -0.26975
H 2.82930 -1.50107 2.89047
H 4.76548 -2.89102 3.50981
H 6.27657 -3.76316 1.74630
H 5.84576 -3.19878 -0.62545
H 3.89467 -1.84785 -1.24323
H 2.38588 1.90433 -0.65222
H 2.80457 2.74167 -2.94947
H 2.57009 1.21137 -4.87895
H 1.93518 -1.15530 -4.51238
H 1.51566 -1.98274 -2.21758
H -3.62224 -1.83270 -1.24637
H -5.58897 -3.02899 -0.41468
H -5.90248 -3.39057 2.01419
H -4.24707 -2.46994 3.61392
H -2.28304 -1.24187 2.77662
H -1.48321 1.71391 -1.44026
H -1.81365 2.04439 -3.87604
H -1.87163 0.08865 -5.38956
H -1.58948 -2.19649 -4.47122
H -1.26049 -2.51653 -2.04488
I 2.33243 1.59944 3.73360
C 0.36001 0.85305 3.23963
H -0.29312 1.35995 3.95501
H 0.41383 -0.19627 3.54126
C 2.55781 5.74765 1.98043
C 1.10173 6.21443 1.93289
C 0.24710 5.41568 0.94042
S -0.01538 3.73319 1.57004
O -0.04229 2.84630 0.31682
C -1.74226 3.84845 2.10065
C -2.74554 4.10236 0.98369
C -4.17004 3.82086 1.45583
H 3.09584 6.22846 2.80011
H 3.07284 5.99265 1.04631
H 2.62735 4.66649 2.13613
H 1.05766 7.26872 1.65230
H 0.65822 6.14058 2.93191
H 0.76157 5.25753 -0.00989
H -0.71181 5.89413 0.75088
H -1.77648 4.59904 2.89816
H -1.91236 2.86478 2.54616
H -2.49923 3.45456 0.14172
H -2.67832 5.13162 0.62994
H -4.27972 2.77806 1.76584
H -4.88469 4.01027 0.65330
H -4.44063 4.45667 2.30385
*
```

Output
expectation value of S² = 0.76
energy relative to the best compared isomer or geometry (same formula, charge and spin) = 0.0 kcal/mol
LUMO (spin up / spin down) = 0.23 / -1.10 eV
max |F| = 1.27 eV/A
DFT total energy = -4850.89210 Ha
HOMO (spin up / spin down) = -6.8 / -6.9 eV